(1)
This record from OMol25 describes a 2-piece molecular cluster, C2H3F2I overall. The level of theory is the ωB97M-V functional and the def2-TZVPD basis.

Properties
- HOMO level (spin up / spin down) (eV) = -9.13 / -9.72
- energy relative to the best compared isomer or geometry (same formula, charge and spin) (kcal/mol) = 93.1
- calculated total energy (Ha) = -575.2782
- gap between HOMO and LUMO (spin up / spin down) (eV) = 8.35 / 8.93
- LUMO energy (spin up / spin down) (Eh) = -0.0285 / -0.0290
- strongest force on any atom (hartree/bohr) = 0.055

Geometry as ORCA input:
```
! wB97M-V def2-TZVPD RIJCOSX def2/J DEFGRID3
* xyz 0 1
I 3.048 0.300 -0.106
F 1.071 0.327 1.996
F 0.744 -2.157 0.466
C 0.217 -0.918 0.161
C 1.114 0.160 0.681
H 0.129 1.895 0.096
H 0.133 -0.869 -0.928
H -0.768 -0.863 0.638
*
```

(2)
This record from OMol25 describes a 2-piece molecular cluster, C2H3F2N overall. The level of theory is the ωB97M-V functional and the def2-TZVPD basis.

Properties
- HOMO level (eV) = -11.65
- energy relative to the best compared isomer or geometry (same formula, charge and spin) (kcal/mol) = 38.1
- calculated total energy (Ha) = -332.3972
- gap between HOMO and LUMO (eV) = 12.14
- LUMO energy (Eh) = 0.0179
- SMILES = FC1=NC1.F
- strongest force on any atom (hartree/bohr) = 0.102

Geometry as ORCA input:
```
! wB97M-V def2-TZVPD RIJCOSX def2/J DEFGRID3
* xyz 0 1
F -0.076 3.063 0.128
F 2.731 -0.827 0.453
N 0.682 0.686 0.455
C 0.220 -0.681 -0.141
C 1.515 -0.317 0.387
H -0.539 -1.262 0.551
H 0.072 -0.615 -1.229
H 0.252 2.239 0.378
*
```

(3)
This record from OMol25 describes a 2-piece molecular cluster, C2H3F2N6O4 overall. The level of theory is the ωB97M-V functional and the def2-TZVPD basis.

Properties
- HOMO level (spin up / spin down) (eV) = -10.42 / -13.27
- energy relative to the best compared isomer or geometry (same formula, charge and spin) (kcal/mol) = 19.2
- calculated total energy (Ha) = -906.2926
- gap between HOMO and LUMO (spin up / spin down) (eV) = 4.30 / 5.46
- LUMO energy (spin up / spin down) (Eh) = -0.2249 / -0.2871
- expectation value of S² = 2.046
- strongest force on any atom (hartree/bohr) = 0.088

Geometry as ORCA input:
```
! wB97M-V def2-TZVPD RIJCOSX def2/J DEFGRID3
* xyz 1 3
F 4.294 -0.696 1.052
F 2.458 0.540 1.188
O 0.210 3.468 -0.822
O -2.269 -0.847 1.398
O -0.574 -1.711 -0.602
O -2.692 0.652 -0.114
N -0.104 2.631 -0.131
N 3.411 0.107 0.282
N 0.250 -0.846 -0.739
N 1.452 -0.937 -0.609
N -1.941 0.138 0.828
N -0.268 1.741 0.513
C 2.703 -0.678 -0.706
C -0.738 0.668 1.044
H -0.190 0.371 1.891
H -3.066 -0.168 -0.461
H 3.358 -0.859 -1.687
*
```

(4)
This record from OMol25 describes a 2-piece molecular cluster, C2H3F2OP overall. The level of theory is the ωB97M-V functional and the def2-TZVPD basis.

Properties
- HOMO level (spin up / spin down) (eV) = -6.61 / -10.61
- energy relative to the best compared isomer or geometry (same formula, charge and spin) (kcal/mol) = 63.7
- calculated total energy (Ha) = -694.1259
- gap between HOMO and LUMO (spin up / spin down) (eV) = 7.36 / 9.60
- LUMO energy (spin up / spin down) (Eh) = 0.0274 / -0.0370
- expectation value of S² = 2.005
- strongest force on any atom (hartree/bohr) = 0.056

Geometry as ORCA input:
```
! wB97M-V def2-TZVPD RIJCOSX def2/J DEFGRID3
* xyz 0 3
P -0.617 1.594 -0.063
F -1.837 -0.618 -1.009
F -1.644 -0.592 1.145
O 1.857 -0.383 -0.635
C 1.199 -0.897 0.191
C -1.118 -0.186 0.058
H 0.127 1.226 -1.172
H 0.593 1.534 0.604
H 1.440 -1.678 0.882
*
```

(5)
This record from OMol25 describes a 3-piece molecular cluster, C2H3F2S overall. The level of theory is the ωB97M-V functional and the def2-TZVPD basis.

Properties
- HOMO level (spin up / spin down) (eV) = -7.61 / -9.88
- energy relative to the best compared isomer or geometry (same formula, charge and spin) (kcal/mol) = 45.1
- calculated total energy (Ha) = -675.7446
- gap between HOMO and LUMO (spin up / spin down) (eV) = 7.87 / 9.13
- LUMO energy (spin up / spin down) (Eh) = 0.0094 / -0.0275
- expectation value of S² = 0.775
- strongest force on any atom (hartree/bohr) = 0.067

Geometry as ORCA input:
```
! wB97M-V def2-TZVPD RIJCOSX def2/J DEFGRID3
* xyz 0 2
S -1.544 -1.963 -2.177
F -2.358 -1.116 0.124
F -0.045 -0.078 -0.102
C 1.216 0.970 0.660
C -1.447 -1.162 -0.802
H 2.155 0.570 0.264
H 0.961 1.971 0.305
H 1.062 0.809 1.728
*
```

(6)
This record from OMol25 describes a 2-piece molecular cluster, C2H3F3IN overall. The level of theory is the ωB97M-V functional and the def2-TZVPD basis.

Properties
- HOMO level (spin up / spin down) (eV) = -8.25 / -7.58
- energy relative to the best compared isomer or geometry (same formula, charge and spin) (kcal/mol) = 68.9
- calculated total energy (Ha) = -729.9576
- gap between HOMO and LUMO (spin up / spin down) (eV) = 8.24 / 7.46
- LUMO energy (spin up / spin down) (Eh) = -0.0002 / -0.0045
- strongest force on any atom (hartree/bohr) = 0.053

Geometry as ORCA input:
```
! wB97M-V def2-TZVPD RIJCOSX def2/J DEFGRID3
* xyz 0 1
I 0.037 2.506 -0.806
F -1.772 -1.103 -0.604
F -1.184 -1.565 1.457
F -2.342 0.249 1.024
N 1.557 -0.057 -0.728
C 0.785 0.752 0.015
C -1.371 -0.563 0.573
H 1.922 -0.888 -0.284
H 1.392 -0.117 -1.724
H 0.976 0.786 1.077
*
```

(7)
This record from OMol25 describes a 2-piece molecular cluster, C2H3F3NO overall. The level of theory is the ωB97M-V functional and the def2-TZVPD basis.

Properties
- HOMO level (eV) = -14.49
- energy relative to the best compared isomer or geometry (same formula, charge and spin) (kcal/mol) = 0.0
- calculated total energy (Ha) = -507.1452
- gap between HOMO and LUMO (eV) = 7.56
- LUMO energy (Eh) = -0.2546
- strongest force on any atom (hartree/bohr) = 0.085

Geometry as ORCA input:
```
! wB97M-V def2-TZVPD RIJCOSX def2/J DEFGRID3
* xyz 1 1
F 1.611 -0.876 1.922
F 1.534 -1.597 -0.157
F 2.550 0.289 0.311
O -0.931 1.154 1.276
N -0.614 0.543 0.324
C -1.359 0.323 -0.834
C 1.763 -0.651 0.676
H -2.413 0.610 -0.729
H -0.900 0.921 -1.636
H -1.241 -0.717 -1.153
*
```

(8)
This record from OMol25 describes a 2-piece molecular cluster, C2H3F3S overall. The level of theory is the ωB97M-V functional and the def2-TZVPD basis.

Properties
- HOMO level (spin up / spin down) (eV) = -9.28 / -8.17
- energy relative to the best compared isomer or geometry (same formula, charge and spin) (kcal/mol) = 112.7
- calculated total energy (Ha) = -775.6298
- gap between HOMO and LUMO (spin up / spin down) (eV) = 9.30 / 8.23
- LUMO energy (spin up / spin down) (Eh) = 0.0009 / 0.0022
- strongest force on any atom (hartree/bohr) = 0.047

Geometry as ORCA input:
```
! wB97M-V def2-TZVPD RIJCOSX def2/J DEFGRID3
* xyz 0 1
S 1.651 1.046 0.726
F 1.569 -0.912 -0.997
F -1.617 0.818 0.747
F -1.617 0.145 -1.368
C 1.186 -0.551 0.242
C -1.654 -0.253 -0.034
H 1.471 -1.344 1.009
H -2.518 -0.876 0.096
H 1.529 1.926 -0.421
*
```